No. 1
The following is a DFT calculation (wB97M-V/def2-TZVPD) of a cluster of 7 separate species, C22H41BrClN4O26S6 in total.

Orbital gap, eV: 8.828
Net charge: +1

CARTESIAN COORDINATES (ANGSTROEM)
H: -4.067 4.582 0.988
C: -3.091 -2.255 0.639
C: -2.651 0.161 -0.086
O: -0.260 4.511 -0.995
O: -0.309 -2.240 -7.330
S: -3.307 7.841 1.617
O: 6.735 0.998 -1.041
H: -4.109 -5.994 1.611
O: 1.429 2.684 -1.309
H: -0.791 0.475 -7.422
H: -1.918 1.825 1.878
C: 2.725 4.754 0.829
H: -1.235 -1.601 -1.465
H: 3.463 1.954 2.879
C: -1.415 -1.506 -6.799
O: 1.528 1.937 4.844
H: -1.745 -2.002 -5.883
H: 3.758 6.034 -0.599
H: 4.466 -0.526 -1.401
O: -5.158 -9.919 0.465
O: 1.463 4.087 0.720
H: 6.732 -0.671 -2.284
H: -1.835 5.511 0.666
C: -2.647 5.981 0.106
C: 2.746 5.738 -0.326
O: 5.025 2.475 -0.045
C: 1.758 -3.103 -0.041
H: 2.156 6.629 -0.100
O: 1.543 -2.544 -5.715
C: -1.979 -1.158 0.451
O: 0.176 1.381 2.854
C: 0.123 -0.527 -0.336
C: 5.254 -0.775 -0.685
H: -1.466 0.419 -5.775
O: -5.383 -7.514 0.978
H: 2.331 -2.883 -2.911
H: 5.179 -1.828 -0.416
S: 1.073 -1.658 -6.731
C: 1.841 -2.759 1.502
S: 1.056 3.979 -0.837
H: 7.419 -0.898 -0.657
O: 0.425 -0.267 4.723
H: -2.566 5.707 -0.944
Br: -3.588 -0.025 -1.811
C: -4.001 5.629 0.698
N: 1.881 -2.044 -1.018
O: -4.659 -9.042 2.726
C: 2.946 1.771 4.977
S: 5.930 1.422 0.290
C: 1.445 -2.424 -2.388
H: 2.158 -3.673 2.067
N: -0.148 0.777 0.140
Cl: -1.455 -3.696 2.673
O: -2.350 7.957 2.667
N: 1.385 -0.826 -0.582
O: 2.115 5.047 -1.413
O: 1.611 -4.269 -0.362
C: -1.511 1.259 -0.196
O: 0.456 -0.345 -6.014
H: -2.235 -1.485 -7.515
H: 1.187 -1.489 -2.950
H: 0.103 0.902 1.136
H: -3.864 -1.847 1.362
O: -3.022 -4.630 0.805
O: -4.219 8.883 1.289
H: -1.566 -0.911 1.476
O: 2.349 0.272 3.279
H: 2.584 -1.913 1.604
O: -4.139 6.472 1.842
H: 0.613 -3.190 -2.399
H: 3.509 4.001 0.728
C: 6.624 -0.416 -1.231
H: 2.817 5.246 1.796
O: 5.085 0.052 0.473
C: -2.587 -3.603 1.275
H: -1.058 3.132 0.998
H: 3.426 2.724 5.191
C: 3.393 1.183 3.651
C: -0.868 -0.120 -6.509
H: 2.077 -0.076 -0.426
H: 3.130 1.078 5.801
H: -3.411 0.476 0.688
O: 1.888 -1.238 -7.819
N: -0.903 -1.515 -0.497
H: -5.461 -6.403 2.701
S: -5.664 -9.033 1.459
C: -4.706 -6.810 2.022
O: 6.855 1.522 1.368
O: -7.000 -9.110 1.950
H: -3.589 -7.572 3.730
C: -3.856 -7.860 2.714
H: 4.345 0.661 3.728
S: 0.946 0.771 3.901
H: -2.880 2.835 0.703
H: -1.587 1.758 -1.197
H: 0.825 -2.380 1.804
H: -2.947 -8.070 2.144
O: -2.533 7.396 0.267
C: -1.879 2.374 0.889
H: -4.811 5.864 0.001
H: -3.658 -2.485 -0.303

No. 2
The following is a DFT calculation (wB97M-V/def2-TZVPD) of a structure of composition C22H41BrN6OP2RuSi.

Energy relative to the best compared isomer or geometry (same formula, charge and spin), kcal/mol: 79.5
Orbital gap (alpha / beta), eV: 4.746 / 4.820
Net charge: +1
<S²>: 0.772
Multiplicity: 2

CARTESIAN COORDINATES (ANGSTROEM)
H: 1.893 -1.244 -1.557
C: -0.672 1.174 -3.416
Ru: -0.296 0.088 0.046
C: 1.180 0.352 -4.366
P: -0.078 -2.480 -0.144
H: -1.576 1.021 4.221
H: 7.326 -0.999 -0.074
C: -0.002 0.987 -4.653
O: -0.153 6.443 1.123
H: -1.740 -2.819 -1.887
H: 4.141 -2.240 -0.937
N: 0.061 0.653 -2.398
Si: -2.901 -0.140 -0.144
C: 1.158 3.108 1.453
H: 0.915 0.684 4.488
N: 1.936 -0.728 1.028
C: -4.139 -1.106 1.015
H: -0.778 6.833 0.497
C: 3.090 -0.635 0.907
H: -3.967 -1.836 -1.688
H: -0.963 -3.992 1.530
C: 2.291 -0.445 -2.189
H: -1.245 4.923 -0.838
H: -2.400 2.026 -4.274
H: -2.101 -0.664 4.355
H: 6.723 0.116 1.106
H: 0.568 -2.574 2.803
H: -3.241 2.395 -0.648
C: 1.189 0.164 -2.965
H: -0.365 1.294 -5.614
C: -0.583 4.430 -0.141
H: -1.825 2.888 -2.855
H: 1.955 0.046 -5.039
C: -1.825 0.124 3.656
C: -3.655 -0.804 -1.823
H: -3.001 2.130 1.068
H: 3.053 -0.834 -2.862
H: -2.987 -0.783 -2.678
H: 0.578 -1.027 4.820
C: -1.965 1.894 -3.286
H: 1.994 -3.560 -0.831
H: 5.833 -2.331 -1.260
P: -0.342 -0.369 2.673
N: 5.082 -1.998 -0.678
C: -0.323 3.082 -0.261
C: -1.013 -2.905 1.399
H: -4.548 -0.238 -2.074
C: -1.018 -3.457 -1.386
H: -0.789 2.488 -1.038
H: -2.661 0.353 3.004
H: 1.966 -3.293 0.922
C: 0.877 -0.312 4.053
H: -1.532 -4.289 -0.911
H: -3.964 -1.011 2.081
H: -2.670 1.349 -2.664
C: 1.373 -3.604 0.064
H: -5.144 -0.738 0.825
H: -1.060 -2.519 3.517
C: -0.459 -2.233 2.647
H: 2.740 0.299 -1.527
Br: 2.487 2.245 2.478
H: -0.326 -3.843 -2.131
H: -2.055 -2.617 1.252
N: 0.517 2.405 0.526
C: 5.290 -0.999 0.212
H: -4.147 -2.166 0.778
N: 4.347 -0.424 0.896
C: 0.046 5.144 0.886
C: 0.955 4.456 1.687
H: 1.024 -4.626 0.199
H: 1.864 -0.564 3.673
N: 6.550 -0.582 0.405
H: 1.507 4.984 2.448
H: -4.538 1.729 0.319
C: -3.463 1.720 0.172

No. 3
The following is a DFT calculation (wB97M-V/def2-TZVPD) of a cluster of 6 separate species, C22H41Cl11NO4 in total.

Orbital gap, eV: 6.236
Net charge: +1

CARTESIAN COORDINATES (ANGSTROEM)
Cl: -1.856 -1.893 -4.786
C: 1.364 2.509 -0.573
H: -1.662 2.462 -2.247
H: 5.480 3.375 -0.788
H: -1.428 -2.499 -2.544
C: -1.993 -5.670 2.952
H: 1.058 2.950 0.493
H: -3.129 1.098 0.866
H: -4.567 -0.952 4.954
C: 4.821 -1.104 -4.561
C: 1.596 -1.837 0.697
H: 3.464 2.573 -1.701
H: 4.721 4.936 -0.037
O: 1.501 -2.711 1.734
H: 2.757 4.284 -1.312
Cl: -3.466 -6.522 3.479
Cl: -3.665 -0.768 2.798
H: 6.898 1.515 2.273
H: 3.536 -0.059 -3.149
C: -6.025 -0.426 -1.679
C: 3.681 1.782 1.098
O: -2.948 1.570 -0.006
H: -1.546 -6.239 2.132
H: -5.226 -0.913 -1.111
H: 5.440 0.745 -0.368
H: -0.539 -3.501 -3.703
H: 3.504 -0.993 -0.227
C: 5.138 1.053 0.737
C: -2.277 -4.232 2.546
H: -2.781 3.930 0.770
C: -0.871 2.048 -1.455
H: 4.024 -1.574 -5.146
H: -2.256 -4.910 -2.676
H: -0.712 0.911 -1.728
Cl: -7.154 1.954 -2.447
C: -1.645 3.606 0.698
H: -0.895 1.445 0.756
Cl: -7.551 -1.203 -1.190
H: -1.298 -5.687 3.797
C: 2.384 0.811 0.862
C: -6.024 1.067 -1.393
H: -5.028 1.481 -1.579
C: 4.327 -0.815 -3.152
C: -3.891 1.087 4.807
H: 5.682 -1.778 -4.556
C: -3.718 -0.400 4.540
Cl: -4.136 -3.517 -2.819
C: -1.513 -3.056 -3.481
Cl: -3.226 -4.132 1.042
C: 6.090 0.750 1.880
H: -1.261 3.570 1.827
O: 0.368 2.827 -1.606
H: -2.820 -3.692 3.328
Cl: -2.444 2.023 4.355
H: 3.736 1.981 2.274
H: 3.092 3.782 1.102
H: 1.641 0.888 1.781
N: 3.597 3.145 0.448
H: 3.474 -0.986 1.747
H: -2.804 -0.789 4.998
C: 2.865 3.184 -0.875
C: 2.867 -0.786 0.758
H: 6.012 -0.280 2.479
H: -5.862 -0.634 -2.741
O: 1.615 1.074 -0.364
C: -2.571 -4.145 -3.392
H: -4.745 1.499 4.262
H: -2.733 -4.631 -4.359
H: -1.055 4.443 0.133
Cl: 0.356 -1.932 -0.678
H: -6.292 1.279 -0.354
H: 3.925 -1.729 -2.705
Cl: 5.636 -0.251 -2.084
H: -1.335 -3.706 2.361
C: -1.563 2.113 0.028
C: 4.970 3.792 0.196
H: -4.055 1.256 5.876
H: 5.666 3.770 1.138
Cl: 5.286 0.382 -5.428

No. 4
The following is a DFT calculation (wB97M-V/def2-TZVPD) of a structure of composition C22H41ClNOOsP3.

Energy relative to the best compared isomer or geometry (same formula, charge and spin), kcal/mol: 0.0
Orbital gap (alpha / beta), eV: 8.861 / 5.065
Net charge: +4
<S²>: 6.031
Multiplicity: 5

CARTESIAN COORDINATES (ANGSTROEM)
H: -0.076 -0.181 -2.729
H: 0.913 -0.266 -5.308
H: -3.273 -0.760 2.138
C: -0.801 -2.793 -0.827
C: 1.679 -3.236 0.425
H: -3.983 2.078 0.620
H: -1.799 -1.615 6.251
C: -0.635 2.463 -6.712
O: -0.095 0.786 -2.954
C: -0.809 0.396 3.688
C: -1.441 -1.338 5.273
H: -1.477 -2.200 -1.453
H: -0.706 2.998 -7.661
H: -2.711 -0.478 -1.832
C: -1.384 2.886 -5.615
C: -2.922 2.067 0.914
Cl: -1.637 1.243 6.098
H: -0.464 -2.552 2.239
H: -0.509 -3.689 -1.385
H: -0.654 1.440 3.436
H: 2.726 -2.971 0.594
C: -1.273 0.011 4.955
H: -0.623 2.784 1.157
N: -0.524 -0.521 2.727
P: 0.692 -1.875 -0.318
C: 0.177 1.327 -6.592
Os: 0.213 0.105 0.716
H: 3.060 2.413 2.024
C: 0.325 2.248 1.071
H: -1.241 -3.334 4.427
H: -2.052 3.743 -5.683
H: 1.070 2.549 1.808
H: 1.534 -0.428 -2.130
H: -3.650 1.015 -1.471
H: -4.324 -0.520 0.718
H: 4.078 1.287 2.960
C: 2.729 -1.235 2.958
H: -2.431 2.934 0.453
H: 0.155 2.154 -1.110
H: 1.247 -3.580 1.370
H: 2.449 -2.236 2.618
C: -3.303 -0.764 1.041
H: -3.042 -1.766 0.680
H: 1.677 -4.101 -0.249
P: 2.408 0.057 1.681
H: 1.857 1.933 -0.466
C: -1.281 2.207 -4.401
P: -2.142 0.482 0.356
H: 1.378 -2.146 -2.636
H: 2.162 -0.995 3.867
C: -1.138 -2.264 4.272
C: 1.673 -1.471 -1.817
H: 0.722 0.980 -7.480
C: 3.051 1.501 2.631
H: -1.933 1.102 -1.962
H: -2.850 2.163 2.004
H: 3.930 -1.180 0.149
C: -0.402 1.125 -4.262
H: 3.655 0.508 -0.376
C: -2.670 0.526 -1.397
C: -0.695 -1.824 3.023
H: 3.799 -1.232 3.207
C: 0.784 1.897 -0.252
H: -1.815 2.551 -3.527
C: 3.805 -0.146 0.491
H: 2.741 -1.583 -1.627
H: 4.723 0.175 1.003
H: 2.432 1.661 3.522
C: 0.287 0.620 -5.385
H: -1.361 -3.136 0.050

No. 5
The following is a DFT calculation (wB97M-V/def2-TZVPD) of a structure of composition C22H41ClNOP3Re.

Energy relative to the best compared isomer or geometry (same formula, charge and spin), kcal/mol: 55.0
Orbital gap (alpha / beta), eV: 4.028 / 3.937
Net charge: +4
<S²>: 3.782
Multiplicity: 4

CARTESIAN COORDINATES (ANGSTROEM)
C: 2.666 -0.914 -1.036
H: 0.903 1.291 -3.620
C: -3.493 0.016 1.106
H: -4.317 0.643 1.473
C: 1.992 3.774 0.746
C: -0.634 -2.581 -2.393
C: -1.800 1.341 2.911
H: -2.071 0.470 3.526
C: 3.086 0.250 -1.768
H: -0.340 -3.790 1.135
P: -0.985 -2.225 -0.614
H: 3.455 -2.690 -0.072
H: 2.219 0.444 2.040
C: 0.881 3.827 1.722
H: 0.150 -4.318 -0.490
C: 0.111 -3.467 0.194
H: -0.578 3.189 -3.077
H: 2.585 4.695 0.601
C: 3.620 -1.956 -0.853
C: 0.057 0.601 -3.481
H: 1.151 -3.159 0.379
Re: -0.274 -0.210 -0.028
Cl: -1.473 -2.332 5.052
C: 1.569 -0.204 2.633
H: -3.388 -0.856 1.763
C: -2.601 0.800 -2.401
H: 2.776 -0.062 4.387
H: 2.522 1.184 -1.632
H: -3.243 1.430 -1.768
H: -1.585 3.385 -1.616
H: -2.463 2.168 3.195
H: 4.315 0.903 -3.434
H: 5.163 -3.062 -1.796
H: -1.984 3.490 0.867
H: -0.033 3.849 1.103
H: 0.813 2.925 2.378
C: 1.836 -0.412 3.985
C: -2.657 2.652 0.680
C: 4.097 0.098 -2.717
P: -0.818 1.036 -1.907
C: -0.373 -1.466 2.786
C: 0.936 -1.096 4.798
H: -1.118 -1.784 -2.978
N: 0.482 -0.735 2.047
C: -0.685 2.900 -2.019
H: 1.078 -1.307 5.858
H: 5.556 -1.236 -3.533
C: -2.611 -2.917 -0.309
H: -1.238 -1.938 2.305
H: 2.658 2.903 0.899
C: 4.802 -1.116 -2.766
H: -2.699 -3.814 -0.935
P: -1.915 1.002 1.079
H: -3.011 2.742 -0.347
H: -0.790 1.648 3.202
H: -2.683 -3.151 0.765
O: 1.403 -1.196 -0.757
H: -2.871 -0.260 -2.272
H: -0.637 0.707 -4.327
H: -3.750 -0.340 0.104
H: 0.447 -2.611 -2.636
H: 0.459 -0.417 -3.508
C: 4.586 -2.131 -1.826
C: -0.213 -1.567 4.172
H: -3.326 -2.135 -0.603
H: 0.179 3.305 -1.467
H: -3.514 2.812 1.351
H: 1.432 3.438 -0.176
H: -2.715 1.091 -3.457
H: -1.098 -3.551 -2.624

No. 6
The following is a DFT calculation (wB97M-V/def2-TZVPD) of a structure of composition C22H41CsN5O2SSbSe2.

Energy relative to the best compared isomer or geometry (same formula, charge and spin), kcal/mol: 0.4
Orbital gap, eV: 6.168
Net charge: -2

CARTESIAN COORDINATES (ANGSTROEM)
C: 2.975 1.386 0.016
H: -0.288 -0.581 3.270
H: -4.049 5.976 2.174
H: 3.198 -3.801 -1.891
H: 4.764 -0.709 -0.380
N: -1.252 -0.455 3.025
N: -2.230 -3.484 -6.195
H: -5.486 4.565 3.335
H: -1.523 0.473 2.705
C: -4.573 4.127 3.765
H: 1.983 1.836 -0.070
H: 2.201 -0.939 2.439
C: 2.328 0.043 1.980
N: -1.862 -0.174 -3.245
C: -1.999 -2.378 -5.947
H: 1.071 -3.080 1.824
H: 2.028 1.276 -2.620
H: 0.526 0.463 -3.096
H: 3.907 -0.842 -3.969
C: 1.933 -3.287 -0.186
C: -4.262 3.260 1.418
C: 1.614 0.433 -3.176
H: -1.777 4.849 0.962
Se: -0.842 2.804 1.932
H: 1.910 -3.004 -3.318
H: 3.358 -4.866 -0.494
C: 2.167 -0.915 -2.704
H: 4.128 -1.874 -2.553
H: -1.988 3.618 4.036
C: -1.796 -0.558 -4.340
S: -1.435 -3.083 3.347
H: 1.697 -1.816 -4.607
H: 1.368 0.567 1.980
C: 3.678 -0.942 -2.900
C: -3.149 5.351 2.224
H: -5.102 2.276 3.884
Se: -5.071 1.468 1.689
C: 3.222 -3.819 -0.800
H: -3.692 -0.429 2.368
C: -1.713 -1.026 -5.657
H: 0.611 -3.994 -1.793
C: -3.568 3.915 2.614
N: -3.278 -1.359 2.511
H: 2.031 -4.531 1.566
C: 1.512 -2.012 -3.544
C: -1.294 -0.160 -6.690
H: -2.519 5.749 3.034
H: -4.156 4.858 4.468
O: -2.508 5.505 0.974
H: -3.550 3.203 0.595
H: 0.429 -2.035 -3.406
C: 1.970 -3.460 1.332
H: 4.100 -3.263 -0.469
H: 3.005 0.626 2.617
H: -3.881 -2.160 2.521
H: -0.183 -3.794 -0.227
H: -5.067 3.919 1.085
H: 0.906 -5.160 -0.498
Sb: 1.448 -1.178 -0.636
H: 3.549 2.014 0.708
C: 2.913 -0.038 0.568
C: -2.024 -1.543 2.944
H: 2.839 -2.983 1.783
O: -4.884 2.981 4.529
H: 4.969 0.045 1.205
H: -2.751 2.139 3.486
H: 3.469 1.430 -0.956
Cs: -2.181 0.778 -0.528
C: -2.381 3.108 3.154
C: 0.746 -4.096 -0.714
H: 4.350 -1.598 1.087
H: 4.168 -0.116 -2.384
N: -0.951 0.544 -7.541
H: 1.865 0.575 -4.235
C: 4.324 -0.618 0.614

- Number 3 is which compound?
  C22H41Cl11NO4

- Which of these has the lowest net charge?
  C22H41CsN5O2SSbSe2

- Among the records above, which one has the lowest net charge?
  C22H41CsN5O2SSbSe2